Entry 1:
Formula: C48H49AsClLuN2O5PS
Source: the Open Molecules 2025 dataset
Level of theory: wB97M-V/def2-TZVPD

CARTESIAN COORDINATES (ANGSTROEM)
Lu (-0.674, 0.218, 0.525)
C (0.716, -3.058, 0.759)
O (0.025, -2.105, -0.058)
C (-0.799, -2.611, -1.003)
C (-1.138, -3.967, -1.095)
C (-2.020, -4.382, -2.110)
C (-2.463, -3.529, -3.088)
C (-2.123, -2.185, -3.007)
C (-1.368, -1.748, -1.926)
N (-0.997, -0.389, -1.822)
N (-1.015, 0.147, -2.973)
C (-0.644, 1.441, -3.030)
C (-0.307, 2.232, -1.934)
O (-0.449, 1.802, -0.721)
C (0.301, 3.514, -2.159)
C (0.543, 3.962, -3.421)
C (0.216, 3.179, -4.497)
C (0.545, 3.696, -5.764)
C (0.361, 2.947, -6.874)
C (-0.097, 1.642, -6.746)
C (-0.561, 1.165, -5.554)
C (-0.332, 1.923, -4.382)
H (1.340, -3.691, 0.109)
H (0.024, -3.626, 1.316)
H (1.289, -2.404, 1.388)
H (-0.661, -4.690, -0.457)
H (-2.181, -5.468, -2.113)
H (-2.956, -3.937, -3.952)
H (-2.398, -1.551, -3.860)
H (0.678, 4.071, -1.319)
H (1.022, 4.941, -3.675)
H (0.947, 4.719, -5.824)
H (0.696, 3.280, -7.839)
H (-0.134, 0.971, -7.630)
H (-0.926, 0.155, -5.428)
Cl (1.086, 1.385, 3.122)
C (2.691, 1.831, 2.599)
C (3.360, 2.800, 3.333)
C (4.655, 3.126, 2.923)
C (5.248, 2.372, 1.897)
C (4.530, 1.467, 1.140)
C (3.202, 1.205, 1.456)
P (2.311, 0.050, 0.359)
C (2.558, 0.486, -1.366)
C (3.109, 1.735, -1.767)
C (3.222, 1.997, -3.132)
C (2.869, 1.042, -4.094)
C (2.233, -0.099, -3.689)
C (2.058, -0.334, -2.333)
C (3.408, -1.395, 0.538)
C (3.762, -1.750, 1.828)
C (4.364, -2.964, 2.082)
C (4.657, -3.834, 1.052)
C (4.432, -3.467, -0.280)
C (3.776, -2.225, -0.488)
H (2.952, 3.286, 4.199)
H (5.200, 3.934, 3.443)
H (6.278, 2.547, 1.570)
H (4.948, 0.912, 0.322)
H (3.543, 2.446, -1.076)
H (3.796, 2.833, -3.399)
H (3.095, 1.272, -5.101)
H (1.889, -0.768, -4.440)
H (1.580, -1.297, -2.059)
H (3.490, -1.145, 2.706)
H (4.606, -3.186, 3.167)
H (5.143, -4.693, 1.337)
H (4.535, -4.046, -1.174)
H (3.537, -2.031, -1.519)
C (-4.868, 2.038, 1.448)
C (-3.796, 3.094, 1.311)
As (-2.009, 2.527, 1.926)
C (-1.054, 4.137, 1.374)
C (-1.287, 5.456, 2.070)
C (-2.144, 2.475, 3.777)
C (-2.522, 3.660, 4.618)
H (-5.795, 2.513, 1.088)
H (-4.947, 1.629, 2.486)
H (-4.657, 1.242, 0.786)
H (-4.062, 3.976, 1.954)
H (-3.533, 3.379, 0.307)
H (-1.273, 4.318, 0.352)
H (0.009, 3.899, 1.460)
H (-2.328, 5.565, 2.391)
H (-1.118, 6.218, 1.375)
H (-0.589, 5.537, 2.905)
H (-1.245, 2.004, 4.148)
H (-2.953, 1.709, 3.892)
H (-1.917, 4.552, 4.541)
H (-2.454, 3.419, 5.685)
H (-3.595, 3.995, 4.445)
C (-2.694, -7.255, 2.452)
C (-2.853, -5.769, 2.374)
C (-2.343, -5.025, 3.443)
C (-2.291, -3.667, 3.454)
C (-2.763, -2.997, 2.331)
C (-3.312, -3.689, 1.251)
C (-3.402, -5.060, 1.322)
S (-2.489, -1.241, 2.269)
O (-3.266, -0.603, 3.275)
O (-2.689, -0.776, 0.889)
O (-1.053, -1.013, 2.511)
H (-2.913, -7.558, 3.440)
H (-1.663, -7.644, 2.303)
H (-3.279, -7.854, 1.760)
H (-2.076, -5.558, 4.351)
H (-1.876, -3.113, 4.339)
H (-3.669, -3.103, 0.408)
H (-3.812, -5.568, 0.500)

The calculation puts the orbital gap (spin up / spin down) at 7.00 / 7.00 eV. As for the charge: +1. The max |F| is 0.053 hartree/bohr. For the HOMO energy (spin up / spin down), the calculation gives -0.3719 / -0.3719 Ha. The total energy is -7015.14907 Eh. For the LUMO energy (spin up / spin down), the calculation gives -3.1 / -3.1 eV. Its multiplicity is 1.


Entry 2:
Formula: C29H49Ag2FN2O14
Source: the Open Molecules 2025 dataset
Level of theory: wB97M-V/def2-TZVPD

CARTESIAN COORDINATES (ANGSTROEM)
Ag (-4.263, -2.436, -1.253)
Ag (-3.309, 0.439, -2.814)
F (-3.162, -1.826, -3.196)
N (-1.265, -0.830, -0.475)
O (-0.440, -0.670, 0.352)
O (-1.573, 0.146, -1.249)
O (-1.946, -1.849, -0.511)
C (1.661, 4.038, 2.765)
C (1.870, 3.038, 1.601)
C (3.303, 3.048, 1.059)
C (4.365, 2.424, 1.952)
C (4.144, 0.936, 2.175)
C (2.693, 0.737, 2.770)
N (1.688, 1.572, 2.051)
O (0.361, 1.266, 2.255)
C (2.393, -0.724, 2.466)
C (2.602, 1.170, 4.288)
C (0.955, 3.428, 0.414)
H (1.873, 5.083, 2.539)
H (2.295, 3.903, 3.641)
H (0.600, 4.130, 2.995)
H (3.509, 2.753, 0.029)
H (3.598, 4.097, 1.038)
H (4.360, 2.924, 2.921)
H (5.395, 2.675, 1.700)
H (4.869, 0.635, 2.931)
H (4.394, 0.387, 1.267)
H (3.227, -1.410, 2.616)
H (1.487, -0.868, 3.054)
H (2.132, -0.940, 1.430)
H (3.080, 2.135, 4.457)
H (1.631, 1.205, 4.782)
H (3.159, 0.613, 5.041)
H (-0.118, 3.269, 0.523)
H (1.110, 2.885, -0.519)
H (1.093, 4.490, 0.213)
H (0.226, 0.791, 1.432)
O (4.874, 1.524, -3.428)
C (4.012, 0.754, -3.068)
O (2.765, 1.124, -3.364)
C (1.826, 0.326, -2.643)
C (2.697, -0.521, -1.684)
C (4.123, -0.447, -2.200)
H (1.244, -0.219, -3.386)
H (1.067, 0.927, -2.141)
H (2.335, -1.549, -1.661)
H (2.641, -0.114, -0.674)
H (4.399, -1.313, -2.801)
H (4.860, -0.272, -1.415)
O (-2.736, -1.671, 5.611)
C (-2.570, -2.446, 4.641)
O (-3.358, -3.511, 4.496)
C (-2.972, -4.321, 3.370)
C (-2.241, -3.316, 2.465)
C (-1.556, -2.367, 3.449)
H (-3.876, -4.736, 2.923)
H (-2.387, -5.130, 3.807)
H (-2.903, -2.783, 1.781)
H (-1.608, -3.858, 1.762)
H (-1.351, -1.409, 2.972)
H (-0.573, -2.731, 3.748)
O (-3.356, 2.473, -1.762)
C (-3.472, 2.889, -0.624)
O (-3.893, 4.173, -0.380)
C (-4.094, 4.441, 0.977)
C (-4.021, 3.024, 1.686)
C (-3.223, 2.126, 0.736)
H (-5.146, 4.691, 1.114)
H (-3.407, 5.156, 1.430)
H (-5.021, 2.596, 1.751)
H (-3.516, 3.173, 2.641)
H (-3.689, 1.141, 0.743)
H (-2.147, 2.127, 0.913)
O (-1.447, 1.448, -3.913)
C (-0.674, 1.942, -4.742)
O (-0.675, 1.568, -6.041)
C (0.376, 2.261, -6.775)
C (1.187, 2.900, -5.653)
C (0.303, 3.063, -4.522)
H (-0.154, 2.965, -7.416)
H (1.036, 1.546, -7.268)
H (1.766, 3.747, -6.021)
H (1.895, 2.116, -5.387)
H (-0.202, 4.028, -4.464)
H (0.855, 2.891, -3.597)
O (-3.164, -4.470, -0.596)
C (-2.682, -5.600, -0.766)
O (-2.526, -6.425, 0.300)
C (-2.001, -7.685, -0.067)
C (-2.108, -7.805, -1.585)
C (-2.049, -6.305, -1.976)
H (-2.604, -8.468, 0.394)
H (-0.999, -7.780, 0.353)
H (-3.012, -8.323, -1.906)
H (-1.320, -8.425, -2.012)
H (-2.449, -5.989, -2.939)
H (-1.076, -5.818, -1.923)

The calculation puts the orbital gap (spin up / spin down) at 7.41 / 3.81 eV. As for the charge: +2. The max |F| is 0.081 hartree/bohr. For the HOMO energy (spin up / spin down), the calculation gives -0.5006 / -0.5006 Ha. The total energy is -2690.23585 Eh. For the LUMO energy (spin up / spin down), the calculation gives -6.2 / -9.8 eV. Its multiplicity is 3.


Entry 3:
Formula: CH11N2O3
Source: the Open Molecules 2025 dataset
Level of theory: wB97M-V/def2-TZVPD

CARTESIAN COORDINATES (ANGSTROEM)
N (0.668, 0.083, -1.008)
C (-0.111, -0.847, -1.453)
N (-1.447, -0.773, -1.442)
H (0.376, 0.967, -0.596)
H (1.598, -0.297, -0.726)
H (0.418, -1.753, -1.726)
H (-2.061, -0.800, -2.236)
H (-1.852, -0.304, -0.650)
H (3.522, -0.695, 0.337)
H (3.616, -1.657, -0.794)
O (2.952, -1.168, -0.289)
H (-1.243, 2.589, 0.579)
H (-1.676, 1.265, 1.066)
O (-1.489, 1.720, 0.224)
H (-1.329, 0.936, 3.767)
H (0.049, 0.286, 3.376)
O (-0.810, 0.559, 3.047)

The calculation puts the orbital gap at 11.42 eV. As for the charge: +1. The max |F| is 0.032 hartree/bohr. For the HOMO energy, the calculation gives -0.5488 Ha. The total energy is -379.70049 Eh. For the LUMO energy, the calculation gives -3.5 eV. Its multiplicity is 1.


Entry 4:
Formula: C9H39NO11
Source: the Open Molecules 2025 dataset
Level of theory: wB97M-V/def2-TZVPD

CARTESIAN COORDINATES (ANGSTROEM)
O (4.331, 8.921, 8.542)
H (4.202, 8.398, 9.334)
H (4.008, 9.791, 8.775)
O (2.769, 12.886, 8.364)
H (3.678, 13.035, 8.625)
H (2.824, 12.229, 7.670)
O (4.900, 11.937, 12.129)
H (5.040, 12.039, 13.070)
H (5.780, 11.839, 11.765)
O (6.194, 9.564, 6.775)
H (7.041, 9.422, 7.199)
H (5.550, 9.403, 7.464)
O (5.403, 11.851, 9.159)
H (5.599, 12.152, 8.272)
H (5.848, 12.479, 9.729)
O (8.321, 13.386, 10.241)
H (8.464, 13.623, 11.157)
H (9.160, 13.557, 9.814)
O (4.704, 15.004, 8.635)
H (4.327, 14.855, 7.768)
H (3.969, 15.311, 9.166)
O (8.521, 10.766, 10.301)
H (8.454, 11.641, 9.919)
H (8.661, 10.187, 9.552)
O (3.588, 11.007, 6.610)
H (3.721, 11.142, 5.672)
H (4.105, 10.228, 6.817)
O (2.944, 10.310, 10.613)
H (2.430, 10.041, 11.374)
H (3.589, 10.925, 10.964)
C (12.317, 16.455, 8.505)
C (10.999, 17.129, 8.130)
C (11.153, 17.604, 6.647)
C (11.219, 16.488, 5.630)
C (9.955, 15.608, 5.765)
C (9.588, 15.150, 7.219)
N (9.818, 16.263, 8.261)
O (9.496, 15.880, 9.560)
C (8.090, 14.825, 7.111)
C (10.302, 13.770, 7.573)
C (10.621, 18.387, 8.933)
H (12.993, 16.401, 7.651)
H (12.210, 15.503, 9.024)
H (12.909, 17.125, 9.128)
H (10.513, 18.429, 6.334)
H (12.018, 18.261, 6.552)
H (12.100, 15.881, 5.835)
H (11.346, 16.768, 4.584)
H (10.032, 14.742, 5.108)
H (9.168, 16.192, 5.288)
H (7.942, 14.255, 6.193)
H (7.668, 14.302, 7.969)
H (7.465, 15.719, 7.099)
H (11.364, 13.972, 7.710)
H (9.865, 13.311, 8.460)
H (10.084, 13.032, 6.801)
H (10.609, 18.150, 9.997)
H (9.662, 18.791, 8.608)
H (11.317, 19.215, 8.800)
H (8.720, 16.402, 9.775)

The calculation puts the orbital gap at 8.69 eV. The SMILES is CC1(C)CCCC(C)(C)N1O.O.O.O.O.O.O.O.O.O.O. The max |F| is 0.070 hartree/bohr. For the HOMO energy, the calculation gives -0.3127 Ha. The total energy is -1248.62240 Eh. For the LUMO energy, the calculation gives 0.2 eV. Its multiplicity is 1.